No. 1
{
  "formula": "C4H8N2O",
  "method": "the ωB97M-V functional and the def2-TZVPD basis",
  "elements": ["O", "N", "N", "C", "C", "C", "C", "H", "H", "H", "H", "H", "H", "H", "H"],
  "xyz": [[0.80, 1.02, 1.14], [2.44, -0.20, -0.16], [-0.06, -0.58, -1.63], [1.36, 0.46, -0.01], [0.21, 0.67, -0.83], [-1.34, -0.17, 1.14], [-0.51, 0.92, 0.49], [-1.00, -0.95, -1.50], [0.06, -0.39, -2.63], [-1.56, 0.10, 2.18], [0.64, -1.30, -1.37], [-0.80, -1.13, 1.16], [-1.04, 1.89, 0.57], [2.96, -0.26, 0.71], [-2.30, -0.30, 0.63]],
  "gap_ha": 0.2823,
  "e_lumo_ha": 0.0114,
  "relative_energy_kj_mol": 381.2,
  "total_energy_ev": -9302.44204,
  "total_charge": 0
}

---

No. 2
{
  "formula": "C4H8N2O",
  "method": "the ωB97M-V functional and the def2-TZVPD basis",
  "elements": ["O", "N", "N", "C", "C", "C", "C", "H", "H", "H", "H", "H", "H", "H", "H"],
  "xyz": [[1.25, 1.09, 0.04], [-1.93, -0.28, -0.07], [-0.56, 1.84, 1.31], [-0.55, -0.42, 0.35], [1.60, -0.07, -0.73], [0.03, 0.96, 0.62], [0.36, -0.99, -0.74], [-0.17, -0.93, -1.69], [0.64, -2.03, -0.57], [-2.36, 0.45, 0.51], [2.47, -0.53, -0.26], [-2.44, -1.14, 0.10], [-0.43, -1.00, 1.29], [1.87, 0.28, -1.73], [0.00, 2.69, 1.37]],
  "gap_ha": 0.3883,
  "e_lumo_ha": 0.0351,
  "relative_energy_kj_mol": 112.4,
  "smiles": "[H]/N=C1\\OCC[C@@H]1N",
  "total_energy_ev": -9305.22799,
  "total_charge": 0
}